No. 1
A molecular structure, C51H42F5N2OP2SiSnTe, computed with ωB97M-V/def2-TZVPD.

The geometry in XYZ format:
```
106
Properties=species:S:1:pos:R:3:lowdin_charge:R:1
Sn -0.088 0.596 0.288 1.169
C -2.337 4.091 -1.939 -0.168
Si -2.776 2.514 -1.008 0.375
C -2.853 3.033 0.788 -0.165
C -4.543 1.985 -1.464 -0.175
N -1.621 1.245 -1.302 -0.206
C -1.437 0.861 -2.624 -0.325
C -2.243 1.332 -3.683 -0.068
C -2.040 0.994 -5.011 -0.104
C -1.025 0.127 -5.370 -0.109
C -0.247 -0.421 -4.362 -0.021
C -0.458 -0.074 -3.045 -0.233
O 0.219 -0.738 -2.038 -0.168
C 1.403 -1.379 -2.346 -0.316
C 1.409 -2.761 -2.414 -0.026
C 2.608 -3.422 -2.637 -0.076
C 3.781 -2.699 -2.801 -0.100
C 3.756 -1.312 -2.735 -0.080
C 2.565 -0.641 -2.505 -0.006
H -3.093 4.857 -1.755 0.030
H -2.251 3.952 -3.015 0.017
H -1.382 4.471 -1.574 0.030
H -3.804 3.544 0.943 0.039
H -2.059 3.734 1.036 0.026
H -2.803 2.211 1.497 0.001
H -5.195 2.073 -0.594 0.018
H -4.588 0.952 -1.809 0.025
H -4.961 2.617 -2.251 0.025
H -3.059 1.995 -3.457 0.059
H -2.692 1.416 -5.764 0.096
H -0.850 -0.142 -6.402 0.092
H 0.528 -1.142 -4.597 0.117
H 0.476 -3.297 -2.288 0.101
H 2.623 -4.503 -2.661 0.104
H 4.715 -3.216 -2.968 0.097
H 4.671 -0.747 -2.854 0.100
H 2.523 0.437 -2.432 0.124
Te 0.003 -4.753 0.581 1.276
C -0.075 -6.095 2.206 -0.553
C -0.530 -5.715 3.460 -0.142
C -0.554 -6.653 4.479 -0.161
N -0.167 -7.920 4.341 0.038
C 0.270 -8.273 3.135 -0.176
C 0.339 -7.414 2.051 -0.145
C -0.183 -2.952 1.678 -0.939
P 1.423 -2.053 1.565 0.810
C 1.556 -1.121 3.151 -0.386
C 2.379 0.002 3.158 -0.123
C 2.595 0.715 4.328 -0.092
C 1.979 0.311 5.504 -0.098
C 1.152 -0.805 5.504 -0.083
C 0.940 -1.514 4.333 -0.095
C 2.720 -3.294 1.973 -0.411
C 2.563 -4.243 2.983 -0.115
C 3.577 -5.138 3.272 -0.079
C 4.772 -5.089 2.561 -0.101
C 4.942 -4.141 1.566 -0.097
C 3.916 -3.249 1.273 -0.108
P -1.415 -1.819 1.011 0.821
C -2.553 -2.680 -0.144 -0.395
C -2.736 -2.249 -1.446 -0.080
C -3.612 -2.913 -2.299 -0.074
C -4.316 -4.013 -1.843 -0.094
C -4.155 -4.442 -0.530 -0.085
C -3.282 -3.780 0.313 -0.139
C -2.697 -1.501 2.284 -0.385
C -2.775 -2.225 3.462 -0.107
C -3.796 -1.977 4.369 -0.082
C -4.741 -0.998 4.102 -0.094
C -4.671 -0.275 2.917 -0.081
C -3.657 -0.533 2.011 -0.109
H -0.830 -4.692 3.636 0.057
H -0.905 -6.370 5.465 0.099
H 0.594 -9.303 3.031 0.095
H 0.727 -7.770 1.104 0.087
H 2.844 0.323 2.231 0.095
H 3.225 1.595 4.317 0.100
H 2.130 0.872 6.416 0.098
H 0.656 -1.109 6.417 0.101
H 0.266 -2.362 4.318 0.084
H 1.631 -4.284 3.533 0.082
H 3.435 -5.877 4.049 0.102
H 5.568 -5.788 2.788 0.093
H 5.869 -4.098 1.009 0.094
H 4.039 -2.520 0.481 0.088
H -2.217 -1.383 -1.793 0.067
H -3.739 -2.558 -3.314 0.103
H -4.998 -4.535 -2.503 0.096
H -4.711 -5.297 -0.166 0.101
H -3.165 -4.114 1.337 0.100
H -2.008 -2.955 3.676 0.068
H -3.846 -2.540 5.293 0.099
H -5.530 -0.796 4.815 0.095
H -5.404 0.493 2.704 0.101
H -3.614 0.013 1.074 0.095
F 0.495 3.407 1.143 -0.002
C -0.025 2.960 2.320 -0.318
C -0.609 1.712 2.383 -0.178
C -1.132 1.403 3.621 -0.237
F -1.763 0.230 3.839 0.061
C -1.075 2.248 4.722 -0.144
F -1.596 1.884 5.909 0.097
C -0.466 3.483 4.600 -0.136
F -0.394 4.319 5.654 0.099
C 0.066 3.850 3.376 -0.150
F 0.644 5.058 3.237 0.094
```

largest force on an atom: 0.95 eV/Å
calculated total energy: -111764.9240 eV
M: 1130.24 g mol⁻¹
Kohn-Sham gap: 6.2691 eV
energy relative to the best compared isomer or geometry (same formula, charge and spin): 9.92 kcal per mole
charge: -1
E_HOMO: -4.13 eV

No. 2
A molecular structure, C51H43N5O3PS2SeTeTl, computed with ωB97M-V/def2-TZVPD.

The geometry in XYZ format:
```
108
Properties=species:S:1:pos:R:3:lowdin_charge:R:1
Tl -0.233 0.144 -0.047 0.663
C -0.110 4.297 6.586 -0.120
C -0.647 4.653 5.356 -0.089
C -0.573 3.779 4.282 -0.006
C 0.049 2.540 4.421 -0.204
C 0.581 2.189 5.659 -0.035
C 0.503 3.062 6.736 -0.104
C 0.113 1.611 3.258 -0.077
C -1.055 0.792 3.061 -0.252
C -2.137 0.602 3.921 -0.035
C -3.040 -0.241 3.250 -0.043
C -2.474 -0.512 2.004 -0.328
N -1.277 0.102 1.906 0.015
C -3.086 -1.190 0.806 -0.592
C -2.281 -2.280 0.169 -0.326
C -2.839 -3.493 -0.437 0.008
C -1.800 -4.173 -0.949 -0.006
C -0.605 -3.351 -0.739 -0.207
C 0.640 -3.557 -1.261 -0.015
C 1.034 -4.928 -1.669 -0.137
C 0.533 -6.022 -0.946 -0.045
C 0.862 -7.326 -1.278 -0.093
C 1.738 -7.582 -2.322 -0.113
C 2.299 -6.514 -3.004 -0.094
C 1.965 -5.210 -2.677 -0.020
C 1.565 -2.425 -1.443 -0.243
N 1.823 -1.522 -0.393 0.101
C 2.720 -0.657 -0.850 -0.243
C 3.399 0.319 -0.056 -0.115
C 4.876 0.450 -0.191 -0.161
C 5.660 0.162 0.939 -0.050
C 7.043 0.213 0.911 -0.106
C 7.710 0.529 -0.265 -0.129
C 6.960 0.800 -1.399 -0.101
C 5.573 0.770 -1.362 -0.045
C 2.756 0.945 1.021 -0.234
C 3.372 1.967 1.878 -0.002
C 2.433 2.373 2.749 0.011
C 1.225 1.612 2.478 -0.234
N 1.471 0.791 1.377 0.051
C 2.842 -0.774 -2.345 -0.242
C 2.185 -2.082 -2.589 -0.034
N -0.986 -2.218 -0.027 0.075
C -4.469 -1.692 1.185 -0.245
C -4.568 -2.780 2.053 -0.059
C -5.801 -3.270 2.452 -0.096
C -6.968 -2.669 1.993 -0.119
C -6.880 -1.582 1.138 -0.092
C -5.640 -1.098 0.736 -0.051
H -0.169 4.981 7.425 0.087
H -1.123 5.618 5.229 0.096
H -0.985 4.047 3.316 0.127
H 1.058 1.221 5.763 0.119
H 0.924 2.775 7.693 0.090
H -2.254 1.036 4.902 0.094
H -3.996 -0.584 3.610 0.091
H -3.887 -3.742 -0.477 0.113
H -1.835 -5.079 -1.532 0.107
H -0.086 -5.841 -0.080 0.112
H 0.452 -8.141 -0.694 0.096
H 2.002 -8.600 -2.581 0.091
H 3.016 -6.691 -3.797 0.096
H 2.447 -4.402 -3.200 0.082
H 5.154 -0.123 1.854 0.117
H 7.602 -0.017 1.811 0.091
H 8.792 0.563 -0.297 0.084
H 7.457 1.061 -2.328 0.092
H 5.013 1.043 -2.241 0.044
H 4.380 2.333 1.781 0.103
H 2.529 3.123 3.520 0.111
H 3.853 -0.674 -2.740 0.122
H 2.053 -2.534 -3.558 0.101
H -3.658 -3.239 2.424 0.128
H -5.852 -4.117 3.126 0.092
H -7.935 -3.047 2.303 0.087
H -7.781 -1.102 0.776 0.093
H -5.566 -0.250 0.067 0.057
S 0.217 0.451 -2.499 0.637
C 1.961 0.378 -3.015 -0.988
N 1.943 0.212 -4.462 -0.121
C 3.210 0.584 -5.044 -0.286
C 3.541 1.960 -4.459 -0.433
S 2.710 2.039 -2.839 0.909
H 1.567 -0.685 -4.736 0.099
H 3.112 0.630 -6.132 0.107
H 4.030 -0.117 -4.816 0.100
H 3.150 2.758 -5.091 0.064
H 4.622 2.093 -4.360 0.058
Se -3.047 0.100 -0.732 0.760
C -2.925 2.328 -4.181 -0.084
C -2.503 3.505 -3.330 -0.345
O -2.158 2.999 -2.054 -0.359
P -1.268 3.757 -0.928 0.038
O -0.672 2.670 -0.110 -0.447
Te 0.064 5.486 -1.862 0.198
O -2.398 4.520 -0.044 -0.330
C -3.311 3.708 0.712 -0.296
C -4.636 3.564 -0.011 -0.093
H -3.186 2.669 -5.187 0.066
H -3.792 1.823 -3.748 0.065
H -2.111 1.605 -4.252 0.056
H -3.319 4.233 -3.227 0.113
H -1.646 4.027 -3.761 0.039
H -3.452 4.221 1.668 0.108
H -2.867 2.730 0.912 0.079
H -4.990 4.542 -0.346 0.071
H -5.384 3.130 0.657 0.069
H -4.530 2.908 -0.875 0.041
```

largest force on an atom: 0.80 eV/Å
calculated total energy: -175473.6200 eV
M: 1279.99 g mol⁻¹
Kohn-Sham gap: 4.7076 eV
charge: -2
E_HOMO: -1.37 eV

No. 3
A molecular structure, C51H44CaFN9O6P2SSe2, computed with ωB97M-V/def2-TZVPD.

The geometry in XYZ format:
```
117
Properties=species:S:1:pos:R:3:lowdin_charge:R:1
Ca 0.283 0.026 -0.363 1.235
C 4.675 6.222 1.347 -0.062
C 4.256 6.033 -0.101 -0.188
N 3.137 5.093 -0.237 -0.033
C 3.415 3.781 -0.431 0.035
C 2.509 2.771 -0.532 -0.015
C 3.088 1.364 -0.780 -0.628
O 4.291 1.231 -0.584 0.033
O 2.247 0.502 -1.189 -0.205
C 1.126 3.107 -0.377 -0.301
O 0.171 2.312 -0.328 -0.116
C 0.816 4.535 -0.210 -0.043
C -0.530 4.902 -0.111 0.105
C -0.841 6.204 0.124 -0.196
F -2.129 6.601 0.161 0.076
C 0.145 7.180 0.331 -0.153
C 1.472 6.826 0.210 0.058
C 1.822 5.498 -0.097 -0.122
N -0.230 8.502 0.661 -0.100
C 0.204 9.627 -0.121 -0.140
C 0.646 10.759 0.787 -0.081
N -0.503 11.083 1.718 0.059
C -0.957 9.875 2.512 -0.073
C -1.342 8.780 1.536 -0.143
H 5.503 6.929 1.423 0.080
H 4.997 5.273 1.780 0.087
H 3.845 6.597 1.951 0.070
H 5.072 5.637 -0.701 0.126
H 3.969 6.975 -0.568 0.110
H 4.465 3.521 -0.503 0.147
H -1.296 4.145 -0.238 0.151
H 2.232 7.571 0.405 0.108
H -0.605 9.997 -0.776 0.141
H 1.027 9.343 -0.772 0.139
H 0.891 11.672 0.247 0.137
H 1.475 10.465 1.427 0.139
H -1.289 11.420 1.162 0.179
H -0.247 11.841 2.345 0.179
H -1.787 10.198 3.136 0.139
H -0.111 9.586 3.131 0.142
H -2.242 9.084 0.980 0.139
H -1.613 7.895 2.105 0.146
Se -5.654 -0.794 2.307 0.322
P -5.579 -1.523 0.330 0.546
C -6.805 -0.813 -0.809 -0.360
C -7.984 -0.308 -0.276 -0.094
C -8.980 0.169 -1.119 -0.079
C -8.799 0.144 -2.493 -0.090
C -7.617 -0.356 -3.029 -0.082
C -6.622 -0.831 -2.190 -0.104
C -5.935 -3.307 0.294 -0.346
C -5.562 -4.088 1.389 -0.114
C -5.855 -5.442 1.414 -0.060
C -6.553 -6.025 0.364 -0.077
C -6.962 -5.247 -0.710 -0.102
C -6.656 -3.893 -0.747 -0.086
C -4.010 -1.091 -0.479 -0.428
C -2.714 -1.573 -0.680 -0.427
N -1.960 -0.498 -1.026 -0.194
N -2.745 0.575 -1.045 -0.073
N -3.975 0.237 -0.755 -0.012
P -1.841 -3.131 -0.474 0.657
Se 0.306 -2.905 -0.637 0.368
C -2.275 -3.708 1.175 -0.371
C -2.199 -5.058 1.509 -0.090
C -2.349 -5.449 2.832 -0.060
C -2.559 -4.499 3.828 -0.042
C -2.646 -3.154 3.497 -0.087
C -2.507 -2.759 2.174 -0.145
C -2.384 -4.349 -1.700 -0.336
C -3.645 -4.935 -1.591 -0.069
C -4.073 -5.854 -2.536 -0.063
C -3.242 -6.198 -3.593 -0.078
C -1.984 -5.626 -3.700 -0.078
C -1.552 -4.705 -2.756 -0.111
H -8.104 -0.282 0.800 0.067
H -9.896 0.563 -0.695 0.102
H -9.575 0.519 -3.149 0.099
H -7.469 -0.368 -4.102 0.102
H -5.696 -1.206 -2.611 0.108
H -5.057 -3.626 2.229 0.064
H -5.549 -6.037 2.266 0.112
H -6.792 -7.082 0.393 0.106
H -7.528 -5.690 -1.521 0.106
H -6.979 -3.302 -1.592 0.099
H -2.014 -5.803 0.743 0.111
H -2.285 -6.498 3.093 0.106
H -2.646 -4.793 4.868 0.075
H -2.821 -2.420 4.276 0.107
H -2.601 -1.709 1.924 0.087
H -4.290 -4.691 -0.760 0.069
H -5.054 -6.302 -2.436 0.096
H -3.574 -6.919 -4.332 0.103
H -1.329 -5.896 -4.519 0.104
H -0.569 -4.261 -2.836 0.045
O -2.568 -3.919 8.920 -0.346
S -3.042 -3.206 7.754 0.422
O -2.893 -3.915 6.495 -0.372
O -4.312 -2.523 7.914 -0.343
C -1.877 -1.810 7.609 -0.323
N -1.613 -1.090 8.708 0.128
C -0.800 -0.057 8.554 -0.120
C -0.240 0.305 7.331 -0.003
C -0.581 -0.505 6.264 -0.224
N -1.388 -1.551 6.406 0.159
C -0.122 -0.303 4.863 -0.119
C -0.172 -1.400 4.015 0.008
C 0.105 -1.226 2.680 -0.135
N 0.395 -0.036 2.137 -0.031
C 0.501 1.011 2.964 -0.128
C 0.270 0.921 4.326 -0.002
H -0.576 0.517 9.449 0.106
H 0.432 1.149 7.246 0.100
H -0.477 -2.364 4.398 0.114
H 0.054 -2.060 1.992 0.040
H 0.722 1.968 2.503 0.101
H 0.319 1.815 4.934 0.107
```

largest force on an atom: 0.56 eV/Å
calculated total energy: -260561.7203 eV
M: 1189.98 g mol⁻¹
Kohn-Sham gap: 4.6061 eV
energy relative to the best compared isomer or geometry (same formula, charge and spin): 57.00 kcal per mole
charge: 0
E_HOMO: -6.97 eV

No. 4
A molecular structure, C51H45N5O6TeY, computed with ωB97M-V/def2-TZVPD.

The geometry in XYZ format:
```
109
Properties=species:S:1:pos:R:3:lowdin_charge:R:1
Y 1.239 0.504 -1.126 1.510
C 4.238 1.920 -4.290 -0.065
O 5.393 1.492 -3.574 -0.078
C 5.431 1.685 -2.221 -0.214
C 6.653 2.042 -1.691 -0.002
C 6.829 2.250 -0.322 -0.097
C 5.747 2.121 0.513 -0.064
C 4.488 1.751 0.008 -0.136
C 3.399 1.707 0.954 -0.054
N 2.165 1.468 0.679 -0.111
N 1.290 1.581 1.765 0.069
C 0.028 1.594 1.398 -0.506
O -0.440 1.476 0.208 -0.170
C -0.892 1.754 2.570 -0.156
C -2.054 2.504 2.417 -0.053
C -2.887 2.742 3.502 -0.087
C -2.574 2.213 4.746 -0.093
C -1.414 1.463 4.904 -0.079
C -0.571 1.244 3.826 -0.040
C 4.310 1.485 -1.375 -0.258
O 3.169 1.077 -1.861 -0.202
H 4.540 1.951 -5.336 0.092
H 3.933 2.920 -3.971 0.089
H 3.401 1.238 -4.161 0.075
H 7.477 2.165 -2.383 0.119
H 7.797 2.536 0.064 0.097
H 5.845 2.304 1.576 0.105
H 3.630 1.947 1.993 0.126
H -2.283 2.917 1.442 0.123
H -3.779 3.344 3.378 0.107
H -3.225 2.392 5.593 0.101
H -1.160 1.059 5.877 0.107
H 0.357 0.702 3.944 0.107
O 2.666 7.255 -5.418 0.109
C 2.681 6.756 -4.157 -0.483
O 3.171 7.407 -3.276 0.114
C 2.068 5.414 -3.945 -0.149
C 1.933 4.970 -2.627 0.000
C 1.368 3.747 -2.349 -0.013
C 0.926 2.899 -3.378 -0.286
C 1.077 3.341 -4.700 -0.029
C 1.633 4.579 -4.970 -0.036
N 0.444 1.644 -3.039 -0.050
C -0.258 0.940 -3.931 -0.121
C -0.393 -0.458 -3.813 -0.290
C -1.130 -1.206 -4.768 -0.047
C -1.180 -2.567 -4.677 -0.080
C -0.509 -3.207 -3.617 -0.070
C 0.159 -2.422 -2.709 -0.153
N 0.233 -1.086 -2.765 0.013
H 2.206 6.652 -6.011 0.080
H 2.280 5.613 -1.830 0.125
H 1.247 3.437 -1.316 0.099
H 0.809 2.693 -5.523 0.104
H 1.752 4.849 -6.014 0.109
H -0.715 1.422 -4.792 0.113
H -1.629 -0.677 -5.570 0.112
H -1.728 -3.146 -5.409 0.105
H -0.514 -4.282 -3.508 0.097
H 0.680 -2.885 -1.879 0.084
C -5.189 -0.552 5.876 -0.034
C -4.180 -0.797 4.792 -0.258
C -3.031 -1.536 5.035 -0.015
C -2.091 -1.767 4.041 -0.333
C -0.840 -2.521 4.401 -0.090
C -2.319 -1.245 2.756 -0.299
Te -1.209 -2.342 1.298 1.930
N 0.263 -1.329 0.459 -0.254
C 1.453 -1.954 0.381 -0.634
O 2.326 -1.447 -0.360 -0.059
C 1.834 -3.215 1.098 -0.215
C 2.148 -4.348 0.355 -0.021
C 2.498 -5.523 1.002 -0.066
C 2.567 -5.563 2.388 -0.077
C 2.299 -4.421 3.128 -0.069
C 1.929 -3.250 2.483 -0.070
C -2.560 -2.230 -0.301 -0.382
C -2.465 -1.193 -1.216 -0.144
C -3.392 -1.100 -2.239 -0.065
C -4.386 -2.061 -2.348 -0.054
C -4.460 -3.103 -1.436 -0.038
C -3.553 -3.206 -0.385 -0.312
C -3.682 -4.317 0.625 -0.074
C -3.425 -0.421 2.503 -0.259
C -3.681 0.319 1.221 -0.040
C -4.339 -0.233 3.536 -0.012
H -5.107 -1.294 6.669 0.079
H -6.204 -0.579 5.481 0.083
H -5.037 0.433 6.323 0.081
H -2.847 -1.928 6.029 0.122
H -0.719 -2.541 5.482 0.090
H 0.039 -2.026 3.987 0.044
H -0.853 -3.555 4.047 0.074
H 2.130 -4.301 -0.727 0.115
H 2.735 -6.406 0.421 0.107
H 2.851 -6.479 2.889 0.105
H 2.385 -4.439 4.207 0.109
H 1.761 -2.343 3.050 0.106
H -1.692 -0.442 -1.109 0.077
H -3.336 -0.280 -2.941 0.113
H -5.114 -1.997 -3.147 0.110
H -5.240 -3.849 -1.532 0.113
H -4.516 -4.968 0.371 0.081
H -3.864 -3.925 1.629 0.077
H -2.779 -4.932 0.665 0.072
H -2.755 0.568 0.708 0.060
H -4.193 1.253 1.454 0.086
H -4.321 -0.251 0.548 0.090
H -5.195 0.404 3.346 0.132
```

largest force on an atom: 1.22 eV/Å
calculated total energy: -81692.9556 eV
<S²>: 0.769
M: 1040.46 g mol⁻¹
Kohn-Sham gap (alpha / beta): 5.5673 / 6.6782 eV
spin multiplicity: 2
energy relative to the best compared isomer or geometry (same formula, charge and spin): 27.27 kcal per mole
charge: 0
E_HOMO (alpha / beta): -5.92 / -7.09 eV